No. 1
{
  "formula": "C9H14O3S",
  "method": "wB97M-V/def2-TZVPD",
  "e_lumo_ev": -1.073,
  "gap_ev": 6.64,
  "e_tot_ha": -974.75333,
  "charge": 0,
  "elements": ["C", "C", "C", "C", "C", "O", "S", "O", "O", "C", "C", "C", "C", "H", "H", "H", "H", "H", "H", "H", "H", "H", "H", "H", "H", "H", "H"],
  "positions_angstrom": [[-0.0839, 3.0292, 0.9499], [-1.4327, 2.4202, 1.1629], [-1.7352, 0.8129, 1.2948], [-0.4294, -0.1585, 1.0986], [-0.5562, -1.6205, 1.8702], [0.8027, -2.1873, 2.1047], [1.5432, -2.4886, 0.5624], [2.7917, -3.3954, 0.8950], [2.1996, -1.0574, -0.0907], [1.2405, -0.3340, -0.9399], [1.3915, -0.6324, -2.5543], [0.4537, -0.0491, -3.5911], [-0.3343, -0.5121, -0.5219], [0.2885, 3.3352, -0.1396], [0.5704, 3.2518, 1.9091], [-2.3657, 3.1624, 1.2053], [-2.2468, 0.6279, 2.3528], [-2.5376, 0.5429, 0.4556], [0.5953, 0.3434, 1.4469], [-1.0566, -1.4085, 2.9273], [-1.2377, -2.3419, 1.2071], [1.4920, 0.8249, -0.8047], [2.2935, -1.2908, -2.9310], [0.7818, 0.8520, -4.2734], [-0.6382, -0.5069, -3.6943], [-0.8163, -1.5387, -0.8099], [-0.9735, 0.3190, -1.0918]],
  "mulliken_charge": [-0.68, -0.21, -0.74, 0.47, -0.40, -0.35, 0.66, -0.56, -0.34, 0.40, -0.51, -0.64, -1.08, 0.24, 0.26, 0.28, 0.30, 0.29, 0.31, 0.30, 0.25, 0.22, 0.30, 0.24, 0.26, 0.28, 0.46]
}

---

No. 2
{
  "formula": "C3H4ClNO",
  "method": "wB97M-V/def2-TZVPD",
  "smiles": "N#C[C@H](O)CCl",
  "e_lumo_ev": -0.458,
  "gap_ev": 10.23,
  "e_tot_ha": -706.72258,
  "charge": 0,
  "elements": ["N", "C", "C", "O", "C", "Cl", "H", "H", "H", "H"],
  "positions_angstrom": [[-2.5155, -1.2689, -0.5745], [-1.2141, -0.7237, -0.5213], [-0.2556, 0.2948, 0.0685], [-0.0899, 1.2903, -0.7641], [0.9857, -0.3767, 0.5290], [2.0400, -0.7107, -0.7621], [-0.7608, 1.0083, 0.8673], [-0.8817, 1.5690, -1.1480], [1.6681, 0.2240, 1.0852], [1.0239, -1.3062, 1.2200]],
  "mulliken_charge": [-0.35, 0.00, 0.36, -0.50, -0.50, -0.16, 0.20, 0.34, 0.28, 0.33]
}

---

No. 3
{
  "formula": "C21H16N5Os",
  "method": "wB97M-V/def2-TZVPD",
  "spin_multiplicity": 5,
  "e_lumo_ev": [-10.853, -12.668],
  "gap_ev": [6.69, 5.31],
  "e_tot_ha": -1173.21203,
  "charge": 3,
  "elements": ["Os", "C", "C", "N", "C", "C", "C", "C", "C", "C", "C", "N", "C", "C", "C", "C", "C", "C", "C", "C", "N", "C", "H", "H", "H", "H", "H", "H", "H", "H", "H", "H", "H", "H", "N", "C", "C", "N", "C", "H", "H", "H", "H"],
  "positions_angstrom": [[-1.0592, 0.1419, -0.8976], [-1.6480, 4.3875, -0.9094], [-1.8500, 3.0031, -1.0031], [-0.8982, 2.1007, -0.6807], [0.2905, 2.5960, -0.2232], [0.5925, 4.0222, -0.1730], [-0.4944, 4.9104, -0.3833], [1.9270, 4.3794, -0.1097], [2.8928, 3.4315, 0.1008], [2.5981, 2.0760, 0.2585], [1.3086, 1.6205, 0.0496], [0.8627, 0.3148, -0.1221], [1.6043, -0.9030, -0.0487], [2.6882, -1.1433, 0.8102], [3.1247, -2.4958, 0.9041], [2.4838, -3.5724, 0.3426], [1.3328, -3.3440, -0.4718], [0.6175, -4.4552, -1.1408], [-0.5105, -4.1240, -1.8613], [-1.0531, -2.7988, -1.8166], [-0.4034, -1.7727, -1.2487], [0.8302, -2.0336, -0.5841], [-2.5251, 4.9845, -1.0743], [-2.7949, 2.6377, -1.3641], [-0.3180, 5.9926, -0.3073], [2.2546, 5.3856, -0.2723], [3.9170, 3.7615, 0.2203], [3.4017, 1.3774, 0.4065], [3.2453, -0.4241, 1.3869], [4.1064, -2.6988, 1.3405], [2.9211, -4.5825, 0.4296], [1.0577, -5.4331, -1.0259], [-1.1641, -4.8601, -2.3998], [-1.9370, -2.5433, -2.4718], [-3.6421, -1.8664, 1.5752], [-3.0555, -1.1212, 2.5989], [-2.2694, -0.1693, 1.9710], [-2.3825, -0.3943, 0.5872], [-3.3304, -1.3124, 0.4169], [-4.2605, -2.6838, 1.7496], [-2.9691, -1.4833, 3.5872], [-1.7565, 0.7302, 2.3995], [-3.7356, -1.6380, -0.5456]],
  "mulliken_charge": [0.78, -0.75, 0.22, -0.21, 0.76, 0.39, -0.53, -0.69, -1.00, -0.77, 1.00, -0.18, 0.43, -0.49, -0.75, -0.84, 0.93, -0.51, -0.77, 0.19, -0.13, 0.34, 0.41, 0.45, 0.47, 0.50, 0.43, 0.36, 0.46, 0.40, 0.39, 0.50, 0.37, 0.43, -0.05, -0.55, -0.17, -0.12, -0.19, 0.28, 0.40, 0.39, 0.43]
}

---

No. 4
{
  "formula": "C58H86FN4O6P2SSiTcTe",
  "method": "wB97M-V/def2-TZVPD",
  "spin_multiplicity": 4,
  "e_lumo_ev": [-3.314, -3.316],
  "gap_ev": [4.77, 4.73],
  "e_tot_ha": -4751.18154,
  "charge": 1,
  "elements": ["Tc", "C", "C", "C", "P", "C", "C", "C", "C", "C", "C", "C", "C", "C", "N", "C", "C", "C", "C", "C", "C", "P", "C", "C", "C", "C", "C", "C", "H", "H", "H", "H", "H", "H", "H", "H", "H", "H", "H", "H", "H", "H", "H", "H", "H", "H", "H", "H", "H", "H", "H", "H", "H", "H", "H", "H", "H", "H", "H", "H", "H", "H", "H", "H", "C", "C", "N", "C", "C", "C", "O", "O", "C", "O", "C", "C", "C", "F", "C", "C", "C", "N", "C", "C", "N", "C", "C", "H", "H", "H", "H", "H", "H", "H", "H", "H", "H", "H", "H", "H", "H", "H", "H", "H", "H", "Te", "C", "C", "C", "C", "C", "C", "H", "H", "H", "H", "H", "C", "C", "C", "C", "O", "Si", "S", "O", "C", "C", "C", "C", "O", "C", "C", "C", "C", "H", "H", "H", "H", "H", "H", "H", "H", "H", "H", "H", "H", "H", "H", "H", "H", "H", "H", "H", "H", "H", "H", "H", "H", "H", "H", "H"],
  "positions_angstrom": [[-0.4112, 0.6586, 1.2890], [-0.0502, 5.4926, -2.2822], [0.7658, 4.4978, -1.4600], [1.6518, 3.6657, -2.3879], [-0.1316, 3.2677, -0.3245], [-1.9065, 3.0682, -0.9376], [-2.8269, 4.2831, -0.9422], [-1.9019, 2.3287, -2.2710], [-0.4504, 4.2521, 1.1769], [-0.4253, 5.6424, 1.1422], [-0.8451, 6.4173, 2.2048], [-1.3726, 5.7827, 3.3177], [-1.3721, 4.4097, 3.3911], [-0.8193, 3.5889, 2.3772], [-0.6834, 2.2320, 2.5618], [-0.9650, 1.7989, 3.8686], [-0.3111, 2.3215, 4.9799], [-0.7774, 2.0436, 6.2506], [-1.9180, 1.2737, 6.4158], [-2.5113, 0.6577, 5.3235], [-2.0071, 0.8676, 4.0502], [-2.3792, 0.0245, 2.4772], [-4.1281, 0.5073, 2.0462], [-4.2912, 2.0230, 2.1258], [-4.4462, -0.0195, 0.6504], [-2.5331, -1.7983, 2.8046], [-3.5351, -2.2484, 3.8643], [-1.1430, -2.3295, 3.1345], [0.6285, 6.1746, -2.8001], [-0.7191, 6.0911, -1.6689], [-0.6418, 4.9807, -3.0384], [1.4333, 5.0510, -0.7849], [1.0506, 3.0380, -3.0423], [2.3026, 3.0141, -1.8076], [2.2684, 4.3141, -3.0116], [-2.2829, 2.3606, -0.1774], [-2.6395, 4.9249, -1.7972], [-2.7130, 4.8644, -0.0285], [-3.8622, 3.9479, -0.9971], [-1.5512, 2.9642, -3.0817], [-2.9072, 1.9867, -2.5118], [-1.2541, 1.4550, -2.2035], [-0.0791, 6.1444, 0.2549], [-0.8243, 7.4943, 2.1378], [-1.7845, 6.3596, 4.1339], [-1.8190, 3.9528, 4.2606], [0.5458, 2.9606, 4.8316], [-0.2751, 2.4609, 7.1105], [-2.3335, 1.1370, 7.4029], [-3.3724, 0.0238, 5.4694], [-4.8077, 0.0490, 2.7723], [-3.5200, 2.5408, 1.5557], [-4.2239, 2.3629, 3.1576], [-5.2655, 2.3084, 1.7294], [-3.6792, 0.2757, -0.0648], [-5.4041, 0.3708, 0.3127], [-4.4977, -1.1043, 0.6406], [-2.8443, -2.1878, 1.8252], [-3.1797, -2.0010, 4.8603], [-3.6355, -3.3334, 3.8221], [-4.5230, -1.8193, 3.7121], [-1.1882, -3.3756, 3.4347], [-0.7164, -1.7586, 3.9573], [-0.4744, -2.2356, 2.2807], [7.4433, -0.2115, 0.7186], [6.6439, 1.0652, 0.9603], [5.2313, 0.8719, 0.7125], [4.4204, 0.5703, 1.7723], [3.0664, 0.4640, 1.6874], [2.2640, 0.1291, 2.9232], [2.9101, -0.0506, 3.9587], [1.0025, 0.0028, 2.8691], [2.4488, 0.7072, 0.4189], [1.2435, 0.9789, 0.2259], [3.3365, 0.6947, -0.7257], [2.7863, 0.5548, -1.9983], [3.5923, 0.6354, -3.1081], [3.0251, 0.4280, -4.3275], [4.9410, 0.9587, -2.9968], [5.4982, 1.0515, -1.7139], [4.7256, 0.8606, -0.5666], [5.7639, 1.2613, -4.1107], [6.9895, 0.5138, -4.3057], [8.0340, 1.4998, -4.8817], [7.2820, 2.6834, -5.3703], [6.1813, 2.2597, -6.2693], [5.1346, 1.5453, -5.3877], [8.4970, -0.0244, 0.9001], [7.3170, -0.5645, -0.3012], [7.1036, -0.9938, 1.3912], [7.0087, 1.8824, 0.3314], [6.7629, 1.3723, 1.9996], [4.9026, 0.4449, 2.7306], [1.7296, 0.3725, -2.0949], [6.5468, 1.2869, -1.6352], [6.8361, -0.3231, -5.0018], [7.3317, 0.0988, -3.3590], [8.5888, 1.0581, -5.7098], [8.7437, 1.8259, -4.1196], [7.8980, 3.3749, -5.8056], [6.8168, 3.0815, -4.5377], [6.5900, 1.5954, -7.0319], [5.7458, 3.1286, -6.7630], [4.7800, 0.6407, -5.8997], [4.2755, 2.1942, -5.2112], [1.2734, -1.2830, 5.7304], [-0.2725, -2.5740, 6.4363], [-0.2430, -3.9411, 6.1772], [-1.2777, -4.7634, 6.5817], [-2.3635, -4.2335, 7.2607], [-2.4041, -2.8751, 7.5304], [-1.3678, -2.0579, 7.1201], [0.6082, -4.3600, 5.6578], [-1.2382, -5.8241, 6.3760], [-3.1708, -4.8736, 7.5845], [-3.2478, -2.4583, 8.0635], [-1.3952, -1.0004, 7.3327], [-4.0843, -2.7760, -3.6796], [-3.6784, -1.3294, -3.4203], [-2.9282, -0.7644, -4.6290], [-4.9247, -0.4932, -3.1258], [-2.8162, -1.2236, -2.2925], [-1.9792, -2.3021, -1.4287], [-0.6652, -0.9903, -0.3873], [-1.1039, -3.3757, -2.2704], [0.0872, -3.4680, -3.0322], [0.9691, -4.5242, -2.3559], [-0.2896, -3.9456, -4.4402], [0.8131, -2.1279, -3.0956], [-2.9949, -3.1537, -0.5044], [-3.1040, -4.5242, -0.1280], [-4.3740, -4.6430, 0.7193], [-3.2233, -5.4133, -1.3661], [-1.8821, -4.9533, 0.6812], [-4.7255, -2.8390, -4.5554], [-4.6189, -3.1604, -2.8158], [-3.2002, -3.3845, -3.8394], [-3.5350, -0.8444, -5.5259], [-2.0086, -1.3217, -4.7790], [-2.6748, 0.2783, -4.4596], [-5.6066, -0.5373, -3.9713], [-4.6503, 0.5422, -2.9392], [-5.4238, -0.8852, -2.2436], [0.4417, -5.4749, -2.3226], [1.1943, -4.2151, -1.3382], [1.8975, -4.6548, -2.9063], [-0.8750, -4.8604, -4.3780], [0.6093, -4.1456, -5.0180], [-0.8781, -3.1906, -4.9557], [1.1405, -1.8510, -2.0968], [0.1352, -1.3572, -3.4565], [1.6725, -2.1943, -3.7581], [-5.2330, -4.2745, 0.1632], [-4.2776, -4.0648, 1.6326], [-4.5426, -5.6828, 0.9845], [-4.1165, -5.1678, -1.9342], [-3.2722, -6.4559, -1.0613], [-2.3555, -5.2608, -1.9989], [-1.7903, -4.3522, 1.5786], [-0.9839, -4.8184, 0.0862], [-1.9760, -5.9997, 0.9598]],
  "mulliken_charge": [-2.34, -1.88, 0.33, -1.30, 1.12, 3.65, -1.74, -1.42, 0.57, -0.44, -1.01, -1.03, -0.59, -1.37, 1.27, 0.16, -0.49, -0.86, -1.10, -0.35, -0.45, 2.89, 0.44, -1.51, -0.80, 2.90, -1.60, -0.32, 0.46, 0.35, 0.34, 0.72, 0.19, 0.04, 0.64, -2.32, 0.43, 0.38, 0.41, 0.28, 0.18, 0.12, 0.41, 0.43, 0.43, 0.39, 0.58, 0.45, 0.54, 0.62, 0.59, 0.02, 0.31, 0.63, -0.07, 0.64, -0.17, -1.66, -0.20, 0.60, 0.47, 0.92, -1.58, -0.05, -0.98, -1.01, 0.24, -0.15, -0.65, 0.24, -0.70, -0.18, 0.27, 0.35, 0.76, -0.66, 0.74, -0.45, -1.34, -0.46, -0.03, 0.34, -0.59, -0.78, -0.10, -0.69, -0.70, 0.40, 0.29, 0.34, 0.42, 0.46, 0.67, 0.72, 0.69, 0.30, 0.42, 0.36, 0.41, 0.32, 0.37, 0.32, 0.39, 0.48, 0.41, 0.33, -0.36, -0.29, -0.58, -0.42, -0.60, -0.29, 0.39, 0.41, 0.39, 0.40, 0.61, -1.36, 1.82, -1.33, -1.51, 0.68, -1.92, 0.92, 0.78, 2.31, -1.97, -1.80, -1.88, 0.11, 1.78, -1.55, -1.62, -1.21, 0.58, 0.11, 0.27, 0.45, 0.10, 0.14, 0.46, 0.16, 0.28, 0.40, 0.26, 0.48, 0.34, 0.48, 0.30, 0.11, 0.17, 0.78, 0.30, 0.03, 0.47, 0.29, 0.58, 0.08, 0.03, -0.04, 0.63]
}

---

No. 5
{
  "formula": "IPt2",
  "method": "wB97M-V/def2-TZVPD",
  "spin_multiplicity": 5,
  "e_lumo_ev": [-16.757, -20.508],
  "gap_ev": [9.94, 7.06],
  "e_tot_ha": -534.52486,
  "charge": 3,
  "elements": ["Pt", "Pt", "I"],
  "positions_angstrom": [[0.5761, 0.2496, 1.7357], [0.0256, -0.6655, -1.7715], [-0.6017, 0.4159, 0.0359]],
  "mulliken_charge": [1.19, 1.37, 0.43]
}

---

No. 6
{
  "formula": "C4H8N2",
  "method": "wB97M-V/def2-TZVPD",
  "smiles": "C1N[C@H]1[C@H]1CN1",
  "e_lumo_ev": 1.074,
  "gap_ev": 10.32,
  "e_tot_ha": -266.64367,
  "charge": 0,
  "elements": ["C", "N", "C", "C", "C", "N", "H", "H", "H", "H", "H", "H", "H", "H"],
  "positions_angstrom": [[1.8950, 0.0213, -0.1194], [1.2898, -1.2025, 0.3929], [0.6340, -0.4993, -0.6945], [-0.5743, 0.3540, -0.4343], [-1.8677, -0.0938, 0.1422], [-0.8812, 0.5971, 0.9673], [2.8424, -0.0805, -0.6410], [1.7960, 0.9225, 0.4845], [0.8014, -0.9932, 1.2624], [0.6531, -1.0225, -1.6488], [-0.6478, 1.2021, -1.1169], [-2.0531, -1.1330, 0.4031], [-2.7523, 0.4610, -0.1683], [-1.1353, 1.5635, 1.1380]],
  "mulliken_charge": [-0.54, -0.63, -0.13, -0.05, -0.37, -0.58, 0.28, 0.24, 0.33, 0.37, 0.34, 0.23, 0.28, 0.23]
}